No. 1
Entry from the Open Molecules 2025 dataset: a cluster of 2 separate species, C5H8ClN3O in total at a distorted geometry (ωB97M-V/def2-TZVPD).

energy relative to the best compared isomer or geometry (same formula, charge and spin): 393.2 kJ/mol
electronic energy: -894.79664 hartree
E_LUMO (spin up / spin down): -0.29 / -0.27 eV

Geometry as XYZ:
```
18
Properties=species:S:1:pos:R:3:forces:R:3
C 3.151039 0.084833 -0.535530 1.6 2.9 -1.0
C 2.881659 -1.286927 -0.520841 -1.4 -1.9 1.6
C 2.266022 0.960717 0.005594 0.7 0.4 -0.7
C -0.083153 0.835378 0.709849 -0.1 0.6 -0.4
C -1.212753 -0.062952 1.034791 0.1 0.0 -2.5
N 1.060256 0.530619 0.438269 0.4 -0.9 0.1
N 1.841566 -1.713065 0.144512 -0.8 -0.9 0.0
N -4.146871 0.835119 -0.648204 0.4 1.4 1.8
O 1.277691 -2.762118 0.496589 1.5 1.5 -0.9
Cl 2.573308 2.670943 0.091230 0.1 0.1 0.0
H 4.152699 0.429646 -1.063437 -2.4 -0.6 1.5
H 3.658223 -1.964950 -0.728044 0.8 -1.1 -0.6
H -0.796898 -0.912284 1.528054 0.1 -1.2 -0.2
H -1.831616 -0.227561 0.054807 1.3 0.0 2.0
H -1.815449 0.405432 1.729631 -1.6 1.1 1.2
H -3.598651 0.286284 -1.207337 1.6 -2.0 -1.5
H -4.463370 1.551364 -1.226283 -0.8 1.6 -0.9
H -4.913706 0.339521 -0.303649 -1.3 -1.0 0.5
```
Positions in Å, forces in eV/Å.

***

No. 2
Entry from the Open Molecules 2025 dataset: a cluster of 2 separate species, C5H8ClN3O in total at a distorted geometry (ωB97M-V/def2-TZVPD).

energy relative to the best compared isomer or geometry (same formula, charge and spin): 277.7 kJ/mol
electronic energy: -894.84064 hartree
E_LUMO (spin up / spin down): -0.71 / -0.71 eV

Geometry as XYZ:
```
18
Properties=species:S:1:pos:R:3:forces:R:3
C 3.492258 -0.397182 0.577471 -0.2 0.9 -0.2
C 3.748806 0.962207 0.638422 1.4 -0.7 0.7
C 2.384218 -1.049357 0.054281 0.6 -1.0 0.9
C 0.469303 -0.303851 -1.285761 1.9 0.1 1.6
C -0.809838 0.216281 -1.655251 -0.9 0.1 -0.3
N 1.345884 -0.506736 -0.519098 -1.6 0.2 -2.0
N 2.842922 1.865737 0.258880 -1.4 1.5 -0.6
N -5.892215 -0.515789 0.985934 0.1 0.0 0.0
O 3.111748 3.084666 0.337509 0.2 -1.5 0.1
Cl 2.262581 -2.798172 0.225191 0.0 0.2 0.0
H 4.248026 -1.053503 0.985867 0.0 0.0 0.0
H 4.704723 1.284852 1.053576 -0.1 0.1 0.0
H -1.583160 -0.071355 -0.939034 0.0 0.0 0.0
H -1.094354 -0.113402 -2.654739 0.0 0.1 0.1
H -0.720874 1.305230 -1.661915 0.0 0.0 0.0
H -6.116008 -1.483393 0.787801 0.0 0.0 0.0
H -6.736397 0.025324 0.841421 0.0 0.0 0.0
H -5.657630 -0.451555 1.969453 0.0 0.0 0.0
```
Positions in Å, forces in eV/Å.

***

No. 3
Entry from the Open Molecules 2025 dataset: a cluster of 2 separate species, C5H8ClN3S in total at a distorted geometry (ωB97M-V/def2-TZVPD).

energy relative to the best compared isomer or geometry (same formula, charge and spin): 243.8 kJ/mol
electronic energy: -1217.81933 hartree
E_LUMO (spin up / spin down): -0.58 / 0.17 eV

Geometry as XYZ:
```
18
Properties=species:S:1:pos:R:3:forces:R:3
C 1.802188 0.106643 1.007003 0.2 1.0 1.8
C 1.292730 0.569297 -0.220008 0.4 0.1 -0.2
C -2.588864 -0.460310 0.150902 -1.6 -1.8 1.6
C 0.080368 1.250194 -0.556128 1.0 -1.6 1.4
C -1.427354 -0.980550 -0.543588 2.0 0.7 -1.1
N 2.933474 -0.525535 0.797259 0.1 -1.2 0.7
N 2.141654 0.187420 -1.180409 0.5 -1.7 0.5
N 3.077824 -0.546218 -0.494142 -1.2 1.6 -1.7
S -0.734080 2.295789 0.491084 -1.0 0.6 1.0
Cl -0.253882 -2.008981 0.237792 -1.1 0.3 -0.4
H 1.509720 0.328726 2.059205 0.0 -0.3 -1.2
H -2.795320 0.562958 0.109688 0.4 2.0 -0.5
H -2.660686 -0.691896 1.239717 0.5 -0.2 -0.7
H -3.540376 -0.837388 -0.243342 0.1 -0.5 -0.2
H 0.015832 1.413487 -1.566134 -0.5 0.7 -2.3
H -1.258297 -0.852194 -1.636792 -0.3 -0.4 1.1
H 3.672696 -1.189809 -1.000566 0.2 0.4 0.3
H -1.267622 1.378366 1.348466 0.3 0.4 -0.1
```
Positions in Å, forces in eV/Å.